ORCA calculation (ωB97M-V/def2-TZVPD) on C6H4O in the gas phase.

* charge: 0
* E_tot: -306.1164 a.u.
* SMILES: C#CC(=O)C#CC
* relative energy (zero: lowest compared OMol25 entry of this formula, charge and spin): 59.70 kcal per mole

Element x y z (Å)
C (-0.44696, -0.85497, 2.35258)
C (-0.88395, -1.26080, 1.30500)
C (-1.25722, -1.55932, -0.08340)
O (-2.01928, -2.43215, -0.42540)
C (-0.54117, -0.60576, -0.92183)
C (0.17980, 0.34168, -1.13157)
C (1.07756, 1.49114, -1.11770)
H (-0.04000, -0.48200, 3.26789)
H (1.36076, 1.84280, -2.11176)
H (1.98106, 1.21307, -0.56371)
H (0.58939, 2.30631, -0.57010)

Forces on atoms 1 to 3 (eV/Å):
C -0.2 -0.2 -0.4
C 0.2 0.1 0.6
C -0.2 -0.2 -0.1

Löwdin atomic charge list, values in e, 2 entries:
1 C 0.15
2 C -0.04